No. 1
A cluster of 2 separate species, C3H10N in total at a distorted geometry, computed with the ωB97M-V functional and the def2-TZVPD basis.

Structure (XYZ):
```
14
Properties=species:S:1:pos:R:3:forces:R:3
N 0.836 -1.897 -1.003 -0.822 -1.303 0.893
H 0.412 -2.732 -1.418 0.473 0.078 -0.601
H 1.061 -2.190 -0.048 0.162 0.209 0.080
H 1.697 -1.565 -1.435 -0.254 0.126 -0.398
H 0.088 -1.201 -0.888 0.501 0.586 -0.130
C -1.504 1.396 0.278 1.502 -0.322 0.780
C -0.381 0.463 0.798 -0.451 1.663 0.539
C 0.880 0.654 0.374 -0.509 -1.669 0.147
H -0.868 2.197 -0.094 -0.844 0.180 -1.125
H -2.160 0.847 -0.367 -0.182 0.134 -0.976
H -2.173 1.899 0.980 0.395 -0.563 0.624
H -0.589 -0.162 1.660 0.109 -0.162 0.015
H 1.694 0.065 0.809 -0.101 0.278 0.028
H 1.113 1.161 -0.548 0.023 0.765 0.123
```
Positions in Å, forces in eV/Å.

**HOMO**: -14.1 eV
**Charge**: +1
**Lowest unoccupied orbital energy**: -4.1 eV
**Gap between HOMO and LUMO**: 0.367 hartree
**DFT total energy**: -174.751861 Eh

***

No. 2
A structure of composition C5H11N3 at a distorted geometry, computed with the ωB97M-V functional and the def2-TZVPD basis.

Structure (XYZ):
```
19
Properties=species:S:1:pos:R:3:forces:R:3
C -1.582 -0.259 0.046 0.148 -0.340 -0.173
C -0.979 1.093 -0.210 -1.632 0.104 -1.487
C 1.805 -0.292 -0.839 1.486 -1.955 -1.484
C 2.264 -0.669 0.571 2.846 2.835 1.152
C 0.971 -0.052 0.343 -1.582 -3.387 -1.732
N -0.691 -1.117 0.399 3.874 0.467 -0.086
N -2.862 -0.523 -0.089 0.174 1.266 -0.453
N 0.372 1.207 0.477 -2.014 2.132 1.101
H -0.817 1.186 -1.352 -0.152 -0.001 1.835
H -1.710 1.813 0.138 0.446 0.783 0.022
H 2.455 0.548 -1.392 -2.010 -1.962 1.075
H 1.565 -1.325 -1.311 0.466 2.383 -0.085
H 2.495 -1.659 0.847 -0.744 -1.402 0.149
H 3.157 -0.080 1.028 -1.982 -0.393 -0.596
H -0.713 -2.149 0.197 -0.031 1.340 0.650
H -3.564 0.091 -0.491 0.319 0.184 0.136
H -3.213 -1.337 0.336 -0.534 -1.361 0.279
H 0.695 1.952 -0.173 1.228 -0.401 0.822
H 0.354 1.571 1.474 -0.308 -0.293 -1.125
```
Positions in Å, forces in eV/Å.

**HOMO**: -19.3 eV
**Charge**: +2
**Lowest unoccupied orbital energy**: -8.8 eV
**Gap between HOMO and LUMO**: 0.389 hartree
**DFT total energy**: -360.609544 Eh

***

No. 3
A structure of composition C6H6N9NiO5, computed with the ωB97M-V functional and the def2-TZVPD basis.

Structure (XYZ):
```
27
Properties=species:S:1:pos:R:3:forces:R:3
Ni 0.332 0.478 -0.544 0.689 0.238 0.279
O -3.637 1.817 -1.194 -0.150 -0.041 0.077
C -2.546 1.170 -0.792 0.043 0.093 -0.188
O -1.482 1.300 -1.360 -0.207 -0.063 0.169
C -2.834 0.253 0.371 0.180 -0.113 0.041
O -1.673 -0.321 0.874 0.018 -0.112 -0.012
C -1.251 0.174 2.144 0.271 0.414 -0.122
C -0.553 1.556 2.025 -0.311 -0.444 0.431
O -0.809 2.395 2.879 0.114 0.007 -0.188
O 0.271 1.648 1.053 -0.113 -0.120 -0.489
H -3.406 2.361 -1.960 0.101 0.047 -0.083
H -3.467 -0.549 -0.022 -0.100 0.064 -0.023
H -3.395 0.807 1.128 -0.052 0.034 -0.022
H -0.515 -0.547 2.502 -0.051 -0.015 0.045
H -2.088 0.233 2.841 -0.029 -0.011 -0.017
N 2.924 -1.594 -0.550 0.036 -0.049 0.222
C 3.195 -0.264 -0.776 0.039 0.718 -0.317
N 4.414 0.233 -0.877 0.125 -0.365 0.062
N 4.232 1.543 -1.133 -0.227 -0.003 -0.017
N 2.978 1.823 -1.184 0.079 0.218 0.006
N 2.274 0.695 -0.963 -0.254 -0.567 0.208
C 1.683 -2.158 -0.674 -0.633 -0.118 -0.235
N 1.436 -3.455 -0.730 0.390 -0.045 0.071
N 0.100 -3.548 -0.882 -0.074 0.237 -0.068
N -0.434 -2.380 -0.921 -0.149 -0.202 0.076
N 0.543 -1.458 -0.783 0.253 0.212 0.143
H 3.710 -2.214 -0.474 0.014 -0.014 -0.050
```
Positions in Å, forces in eV/Å.

**HOMO (spin up / spin down)**: -5.1 / -5.1 eV
**Charge**: -1
**Lowest unoccupied orbital energy (spin up / spin down)**: 2.2 / 2.2 eV
**Gap between HOMO and LUMO (spin up / spin down)**: 0.269 / 0.269 hartree
**2S+1**: 3
**Expectation value of S²**: 2.004
**DFT total energy**: -2609.666887 Eh

***

No. 4
The molecule C29H38N4O5, computed with the ωB97M-V functional and the def2-TZVPD basis.

Structure (XYZ):
```
76
Properties=species:S:1:pos:R:3:forces:R:3
C 3.011 2.888 2.896 -0.173 -0.097 -0.314
C 2.264 2.444 1.631 0.096 0.011 0.271
N 2.597 3.169 0.425 0.164 0.101 0.083
C 3.955 2.991 -0.042 0.005 0.003 -0.217
C 4.033 3.041 -1.566 0.103 -0.031 0.273
C 2.085 4.525 0.360 -0.192 -0.065 -0.307
C 1.156 4.706 -0.864 -0.029 0.233 0.281
N 0.360 3.521 -1.048 0.169 0.022 -0.190
C -0.818 3.341 -0.439 0.020 0.006 -0.160
O -1.468 4.234 0.083 -0.099 0.218 0.141
C -1.344 1.933 -0.445 -0.743 0.172 -0.069
C -2.678 1.747 -0.404 0.746 0.305 -0.231
C -3.384 0.499 -0.338 0.047 -0.525 -0.013
C -2.956 -0.777 -0.643 0.051 0.260 0.017
N -3.954 -1.683 -0.443 0.092 0.136 0.143
C -3.873 -3.084 -0.757 -0.109 -0.387 -0.351
C -4.412 -3.377 -2.157 0.079 0.012 0.235
C -5.072 -1.017 -0.015 -0.151 0.516 0.111
C -6.334 -1.494 0.319 -0.069 -0.151 0.004
C -7.275 -0.576 0.734 -0.022 -0.157 -0.012
C -6.974 0.785 0.819 -0.052 0.218 0.039
C -5.725 1.264 0.494 -0.046 -0.036 0.003
C -4.756 0.359 0.066 0.013 -0.427 -0.035
N -0.484 0.832 -0.246 -0.156 -0.272 0.311
C 0.651 0.431 -0.867 -0.070 0.065 -0.113
O 1.184 1.026 -1.796 -0.020 -0.140 -0.143
C 1.205 -0.848 -0.352 0.339 -0.414 0.057
C 1.992 -1.592 -1.219 -0.096 0.163 -0.046
C 2.546 -2.807 -0.838 0.036 -0.077 0.066
O 3.294 -3.580 -1.687 -0.271 0.014 0.505
C 3.601 -3.070 -2.963 0.051 0.071 -0.238
C 2.328 -3.279 0.466 0.008 -0.091 0.247
O 2.773 -4.441 1.010 -0.391 0.419 -0.131
C 3.821 -5.172 0.414 0.381 -0.381 -0.147
C 1.548 -2.502 1.353 0.116 -0.288 0.015
O 1.414 -3.034 2.599 0.194 -0.049 -0.434
C 0.681 -2.316 3.561 -0.148 0.141 0.160
C 0.986 -1.305 0.946 -0.038 0.023 0.001
H 2.828 3.941 3.098 0.002 0.119 0.070
H 4.082 2.739 2.781 0.127 -0.001 0.035
H 2.671 2.309 3.752 0.002 -0.042 0.149
H 1.187 2.550 1.791 0.005 -0.096 -0.002
H 2.470 1.384 1.445 -0.091 -0.006 0.045
H 4.642 3.743 0.385 -0.001 -0.131 0.033
H 4.291 2.004 0.287 0.037 0.032 0.048
H 3.294 2.365 -1.988 -0.052 -0.077 -0.081
H 3.845 4.045 -1.934 -0.004 0.136 -0.099
H 5.024 2.736 -1.896 0.120 0.030 -0.109
H 2.896 5.263 0.315 -0.027 0.012 0.079
H 1.492 4.729 1.255 0.041 0.032 0.009
H 1.731 4.874 -1.775 -0.025 0.042 0.050
H 0.488 5.554 -0.694 0.106 -0.022 -0.124
H 0.846 2.712 -1.427 -0.219 0.040 0.082
H -3.285 2.640 -0.407 0.072 0.155 0.073
H -2.019 -1.110 -1.048 0.155 -0.064 -0.037
H -2.826 -3.393 -0.689 -0.126 0.040 0.108
H -4.446 -3.644 -0.012 0.148 0.043 0.000
H -5.451 -3.065 -2.233 -0.093 0.009 -0.044
H -3.836 -2.835 -2.903 0.036 0.031 -0.077
H -4.348 -4.440 -2.369 -0.016 -0.118 -0.065
H -6.575 -2.545 0.257 -0.039 -0.100 -0.010
H -8.266 -0.915 0.997 -0.067 -0.041 0.018
H -7.742 1.470 1.148 -0.048 0.067 0.025
H -5.497 2.316 0.568 0.004 0.129 0.027
H -0.905 0.142 0.364 0.120 0.010 -0.054
H 2.147 -1.193 -2.208 0.050 0.011 -0.101
H 4.243 -3.819 -3.425 -0.043 0.087 -0.019
H 2.702 -2.939 -3.573 0.039 0.017 0.028
H 4.140 -2.120 -2.899 -0.032 -0.023 -0.002
H 3.511 -5.639 -0.523 0.059 0.040 0.125
H 4.073 -5.945 1.140 0.013 0.055 -0.053
H 4.697 -4.546 0.232 -0.050 -0.034 0.014
H -0.366 -2.192 3.264 0.048 0.011 -0.006
H 1.122 -1.333 3.757 -0.020 -0.029 -0.023
H 0.726 -2.917 4.468 -0.033 0.079 -0.038
H 0.427 -0.707 1.647 -0.030 0.033 0.112
```
Positions in Å, forces in eV/Å.

**HOMO**: -7.5 eV
**Structure (SMILES)**: CCN(CC)CCNC(=O)/C(=C/c1cn(CC)c2ccccc12)NC(=O)c1cc(OC)c(OC)c(OC)c1
**Charge**: 0
**Lowest unoccupied orbital energy**: 0.4 eV
**Gap between HOMO and LUMO**: 0.293 hartree
**DFT total energy**: -1723.072572 Eh

***

No. 5
A cluster of 2 separate species, C2H8OS in total at a distorted geometry, computed with the ωB97M-V functional and the def2-TZVPD basis.

Structure (XYZ):
```
12
Properties=species:S:1:pos:R:3:forces:R:3
C -0.714 -1.052 -0.799 -1.409 0.395 2.564
S -1.311 0.673 -0.330 0.865 -1.603 -0.264
C -0.223 0.997 1.099 -1.302 2.518 0.715
H -0.374 -1.566 0.166 -0.582 0.570 -1.486
H 0.017 -1.104 -1.545 1.389 0.344 -0.986
H -1.596 -1.529 -1.207 -0.131 -0.352 0.177
H 0.220 2.086 0.815 -0.245 -2.999 1.314
H -0.923 1.099 2.001 0.929 0.342 -1.207
H 0.378 0.132 1.424 0.511 0.782 -0.821
O 2.994 -0.901 0.217 0.326 -1.713 1.113
H 2.325 -0.568 -0.342 -1.061 1.063 -1.159
H 2.603 -1.776 0.434 0.710 0.653 0.041
```
Positions in Å, forces in eV/Å.

**HOMO**: -8.6 eV
**Structure (SMILES)**: CSC.O
**Charge**: 0
**Lowest unoccupied orbital energy**: 0.7 eV
**Gap between HOMO and LUMO**: 0.343 hartree
**DFT total energy**: -554.378998 Eh

***

No. 6
A structure of composition C33H25ClMnN4O5PS, computed with the ωB97M-V functional and the def2-TZVPD basis.

Structure (XYZ):
```
71
Properties=species:S:1:pos:R:3:forces:R:3
Mn -0.010 -0.498 0.581 0.378 -0.291 0.113
N 1.821 0.311 4.370 0.026 0.100 -0.008
C 1.436 0.113 3.093 0.056 -0.030 0.018
S -0.286 -0.047 2.820 -0.022 0.037 0.004
N 2.336 0.117 2.166 -0.121 -0.051 -0.016
N 1.849 -0.120 0.891 0.063 0.059 0.015
C 2.750 -0.135 -0.044 -0.054 0.010 0.010
C 2.562 -0.394 -1.431 -0.030 -0.017 0.000
C 3.681 -0.339 -2.282 -0.015 -0.015 -0.027
C 3.558 -0.626 -3.619 0.010 0.010 0.013
C 2.305 -0.991 -4.126 0.005 -0.011 -0.021
C 1.192 -1.055 -3.317 0.048 0.007 0.043
C 1.306 -0.748 -1.960 0.013 0.007 -0.006
O 0.226 -0.782 -1.201 -0.008 0.004 -0.027
H 1.163 0.208 5.120 -0.008 -0.042 0.015
H 2.805 0.307 4.582 0.006 -0.022 0.010
H 3.758 0.062 0.308 -0.005 -0.016 0.001
H 4.645 -0.078 -1.862 0.004 0.002 -0.003
H 4.419 -0.589 -4.270 0.003 0.001 0.003
H 2.208 -1.232 -5.177 -0.004 0.001 0.000
H 0.222 -1.335 -3.704 -0.006 0.001 -0.002
Cl -2.390 -0.758 0.395 -0.336 0.058 -0.040
C -3.104 0.819 0.732 -0.009 -0.079 -0.007
C -4.438 0.855 1.081 0.010 0.055 0.006
C -5.004 2.094 1.351 0.005 -0.026 -0.004
C -4.240 3.249 1.273 -0.010 0.000 0.003
C -2.901 3.180 0.921 0.011 -0.013 0.014
C -2.311 1.951 0.636 -0.028 0.045 -0.004
P -0.580 1.807 0.122 -0.052 0.124 -0.045
C -0.559 2.026 -1.670 -0.018 0.007 0.002
C 0.658 2.291 -2.301 0.009 0.022 0.010
C 0.715 2.395 -3.679 0.005 0.004 -0.007
C -0.437 2.221 -4.436 -0.009 -0.002 -0.009
C -1.645 1.945 -3.813 0.005 0.001 0.001
C -1.709 1.846 -2.431 -0.015 -0.001 0.003
C 0.271 3.251 0.807 0.007 0.039 -0.062
C 0.337 4.416 0.035 0.010 -0.015 0.010
C 0.914 5.563 0.555 0.000 0.004 -0.001
C 1.432 5.561 1.842 0.006 -0.005 0.007
C 1.357 4.412 2.616 0.002 0.017 0.005
C 0.775 3.263 2.106 -0.013 -0.064 0.030
H -5.016 -0.056 1.151 -0.001 -0.005 -0.003
H -6.047 2.149 1.632 -0.001 0.001 0.001
H -4.687 4.209 1.494 0.001 0.000 -0.001
H -2.306 4.083 0.873 0.006 0.003 -0.007
H 1.561 2.428 -1.718 -0.003 0.002 0.008
H 1.659 2.604 -4.163 0.001 0.003 0.001
H -0.392 2.303 -5.514 0.002 0.001 -0.001
H -2.543 1.813 -4.402 0.000 -0.001 0.000
H -2.659 1.638 -1.955 0.002 0.003 0.005
H -0.062 4.434 -0.969 -0.006 -0.004 -0.010
H 0.959 6.459 -0.050 0.000 -0.002 -0.002
H 1.889 6.456 2.242 0.000 0.000 0.003
H 1.751 4.408 3.623 -0.002 -0.001 0.003
H 0.695 2.388 2.732 0.006 0.036 -0.024
O 1.840 -2.981 0.101 -0.090 -0.003 -0.028
C 0.758 -3.243 0.580 0.054 0.017 0.081
O -0.128 -2.338 0.963 0.125 0.042 -0.043
C 0.308 -4.650 0.826 -0.048 0.004 -0.022
C 1.182 -5.694 0.543 0.018 -0.006 -0.021
C 0.794 -7.008 0.753 0.000 -0.024 0.004
C -0.472 -7.293 1.241 -0.004 0.042 0.000
C -1.324 -6.236 1.510 -0.021 -0.008 0.036
C -0.961 -4.919 1.319 0.040 -0.016 -0.006
N -2.680 -6.522 2.023 -0.032 -0.020 -0.054
O -2.969 -7.682 2.226 0.013 0.046 0.013
O -3.424 -5.577 2.199 0.031 -0.028 0.019
H 2.164 -5.458 0.157 -0.004 0.004 0.005
H 1.478 -7.817 0.535 0.001 0.002 -0.003
H -0.804 -8.306 1.413 -0.005 -0.002 0.002
H -1.654 -4.126 1.554 -0.002 -0.001 -0.004
```
Positions in Å, forces in eV/Å.

**HOMO (spin up / spin down)**: -10.8 / -11.0 eV
**Charge**: +1
**Lowest unoccupied orbital energy (spin up / spin down)**: -4.9 / -4.3 eV
**Gap between HOMO and LUMO (spin up / spin down)**: 0.216 / 0.246 hartree
**2S+1**: 4
**Expectation value of S²**: 3.919
**DFT total energy**: -4218.252353 Eh